Record 1
{
  "formula": "Be2F4NO4S2",
  "method": "the ωB97M-V functional and the def2-TZVPD basis",
  "species": ["Be", "Be", "F", "F", "N", "S", "O", "O", "F", "S", "O", "O", "F"],
  "coordinates": [[1.786, 0.121, 0.562], [0.001, 0.366, 3.249], [0.816, -0.832, 1.889], [1.153, 1.349, 2.022], [0.518, 0.169, -0.308], [0.014, -0.160, -1.885], [-0.018, 1.017, -2.643], [-0.870, -1.276, -2.258], [1.508, -0.806, -2.383], [-0.891, -0.030, 0.079], [-1.304, -1.376, 0.616], [-2.033, 0.779, -0.401], [-0.680, 0.678, 1.461]],
  "max_force_ev_per_a": 17.19,
  "orbital_gap_ev": 6.011,
  "multiplicity": 1,
  "total_charge": 1,
  "e_homo_ev": -14.98,
  "e_above_lowest_ev": 1.248
}

***

Record 2
{
  "formula": "C36H47As2BrN5O12S2Y",
  "method": "the ωB97M-V functional and the def2-TZVPD basis",
  "species": ["Y", "O", "C", "C", "C", "C", "C", "C", "C", "O", "N", "N", "C", "C", "Br", "C", "C", "C", "C", "C", "C", "C", "H", "H", "H", "H", "H", "H", "H", "H", "H", "H", "H", "H", "H", "H", "O", "As", "O", "O", "C", "C", "C", "C", "C", "C", "S", "O", "O", "O", "H", "H", "H", "H", "H", "C", "C", "As", "C", "C", "C", "C", "H", "H", "H", "H", "H", "H", "H", "H", "H", "H", "H", "H", "H", "H", "H", "C", "C", "S", "O", "O", "C", "C", "N", "C", "N", "C", "C", "N", "O", "O", "C", "H", "H", "H", "H", "H", "H", "H", "H", "H", "H", "H", "H", "H"],
  "coordinates": [[0.109, -0.138, -0.195], [-2.065, 2.778, -2.499], [-1.353, 3.921, -2.483], [-1.667, 4.894, -3.434], [-0.975, 6.089, -3.476], [0.052, 6.341, -2.572], [0.364, 5.376, -1.631], [-0.324, 4.168, -1.566], [0.064, 3.171, -0.491], [-0.349, 1.881, -0.710], [-0.500, 3.692, 0.782], [-0.564, 2.759, 1.739], [-1.386, 2.864, 2.706], [-1.452, 1.832, 3.734], [-0.807, 0.123, 3.179], [-1.984, 1.949, 4.949], [-2.471, 3.202, 5.549], [-3.605, 3.167, 6.363], [-4.098, 4.325, 6.942], [-3.456, 5.538, 6.731], [-2.313, 5.582, 5.947], [-1.821, 4.424, 5.364], [-1.632, 2.159, -1.870], [-2.462, 4.677, -4.137], [-1.234, 6.828, -4.223], [0.600, 7.273, -2.606], [1.168, 5.551, -0.922], [1.159, 3.206, -0.382], [-1.333, 4.262, 0.657], [-2.085, 3.698, 2.793], [-2.098, 1.053, 5.549], [-4.106, 2.222, 6.532], [-4.984, 4.281, 7.562], [-3.839, 6.442, 7.186], [-1.794, 6.520, 5.796], [-0.909, 4.462, 4.781], [-0.240, -2.270, 1.390], [-1.997, -2.372, 0.801], [-1.515, -3.626, -0.460], [-1.896, -0.937, -0.058], [-1.943, -3.576, -1.747], [-3.081, -4.308, -2.086], [-3.549, -4.342, -3.386], [-2.881, -3.648, -4.388], [-1.748, -2.929, -4.069], [-1.274, -2.881, -2.758], [0.165, -1.873, -2.545], [-0.303, -0.468, -2.482], [1.041, -2.152, -3.646], [0.756, -2.140, -1.205], [0.198, -3.086, 1.110], [-3.578, -4.856, -1.296], [-4.436, -4.918, -3.619], [-3.237, -3.672, -5.409], [-1.202, -2.395, -4.836], [1.542, 2.247, -3.699], [2.542, 1.108, -3.535], [2.707, 0.519, -1.678], [3.904, -1.018, -1.948], [5.298, -0.725, -2.488], [3.954, 1.841, -0.883], [4.792, 2.675, -1.844], [1.454, 2.536, -4.748], [1.838, 3.135, -3.136], [0.557, 1.940, -3.349], [3.526, 1.369, -3.922], [2.201, 0.218, -4.068], [3.350, -1.670, -2.626], [3.970, -1.550, -0.998], [5.256, -0.198, -3.442], [5.845, -1.655, -2.651], [5.882, -0.119, -1.793], [4.597, 1.257, -0.214], [3.351, 2.496, -0.248], [5.454, 2.054, -2.446], [5.411, 3.390, -1.297], [4.159, 3.243, -2.526], [7.075, 4.652, 4.565], [6.314, 3.650, 3.705], [7.195, 2.096, 3.702], [7.189, 1.575, 5.044], [8.432, 2.287, 2.998], [6.161, 1.030, 2.708], [4.990, 0.484, 3.518], [3.975, -0.117, 2.654], [2.879, 0.530, 2.204], [2.125, -0.269, 1.458], [2.755, -1.476, 1.415], [3.898, -1.399, 2.143], [4.890, -2.411, 2.310], [4.626, -3.508, 1.866], [5.940, -2.098, 2.849], [2.571, 1.942, 2.537], [6.544, 5.603, 4.579], [8.074, 4.817, 4.166], [7.164, 4.289, 5.588], [6.242, 3.972, 2.665], [5.315, 3.455, 4.098], [6.817, 0.228, 2.368], [5.832, 1.606, 1.840], [4.496, 1.277, 4.077], [5.342, -0.252, 4.231], [2.386, -2.314, 0.846], [2.314, 2.041, 3.595], [1.707, 2.262, 1.959], [3.417, 2.598, 2.320]],
  "max_force_ev_per_a": 0.54,
  "orbital_gap_ev": 7.196,
  "multiplicity": 1,
  "e_homo_ev": -8.19,
  "e_above_lowest_ev": 0.000
}

***

Record 3
{
  "formula": "C40H36BrF27O8S",
  "method": "the ωB97M-V functional and the def2-TZVPD basis",
  "species": ["C", "C", "C", "C", "C", "C", "C", "C", "C", "C", "C", "O", "C", "C", "C", "O", "C", "C", "S", "O", "O", "C", "F", "F", "F", "C", "C", "C", "C", "C", "C", "Br", "C", "C", "O", "H", "H", "H", "H", "H", "H", "H", "H", "H", "H", "H", "H", "H", "H", "H", "H", "H", "H", "H", "H", "H", "H", "H", "H", "C", "C", "C", "F", "F", "F", "F", "O", "C", "C", "F", "F", "F", "F", "H", "H", "H", "H", "C", "C", "C", "F", "F", "F", "F", "O", "C", "C", "F", "F", "F", "F", "H", "H", "H", "H", "C", "C", "C", "F", "F", "F", "F", "O", "C", "C", "F", "F", "F", "F", "H", "H", "H", "H"],
  "coordinates": [[-3.007, -2.807, -2.327], [-2.306, -2.200, -1.193], [-1.499, -0.817, -1.252], [-0.455, -0.705, -2.451], [0.157, -2.033, -3.013], [1.211, -1.987, -4.160], [1.722, -0.655, -4.823], [2.833, -0.599, -5.974], [3.380, -2.030, -6.449], [4.247, -2.824, -5.353], [5.041, -1.891, -4.319], [6.043, -1.032, -4.962], [1.115, 0.658, -4.273], [0.053, 0.613, -3.103], [-0.498, 2.032, -2.552], [-1.705, 2.215, -2.282], [0.641, 3.185, -2.439], [0.741, 4.190, -1.245], [-0.414, 4.189, 0.191], [-1.868, 4.278, -0.161], [-0.076, 5.436, 1.002], [0.040, 2.742, 1.278], [-1.008, 2.234, 2.065], [1.150, 3.107, 2.114], [0.545, 1.687, 0.442], [1.923, 5.234, -1.303], [2.944, 5.274, -2.472], [2.838, 4.266, -3.680], [3.918, 4.427, -4.844], [4.618, 3.065, -5.333], [4.549, 3.072, -6.956], [4.992, 1.332, -7.793], [1.688, 3.229, -3.619], [1.516, 2.133, -4.795], [1.646, 2.388, -6.015], [-4.023, -2.464, -2.719], [-2.483, -3.704, -2.820], [-2.377, -2.736, -0.174], [-0.876, -0.757, -0.269], [-2.266, 0.028, -1.196], [-0.133, -3.052, -2.584], [1.640, -2.984, -4.498], [2.419, -0.072, -6.918], [3.686, 0.089, -5.606], [4.088, -1.825, -7.340], [2.477, -2.658, -6.764], [5.044, -3.423, -5.941], [3.668, -3.592, -4.739], [5.626, -2.613, -3.624], [4.345, -1.288, -3.615], [6.817, -1.094, -4.351], [1.968, 5.947, -0.398], [3.776, 6.067, -2.409], [3.461, 5.029, -5.713], [4.764, 5.086, -4.406], [5.748, 3.085, -5.084], [4.208, 2.111, -4.863], [5.333, 3.859, -7.286], [3.538, 3.508, -7.310], [-8.245, -2.400, 1.660], [-7.022, -1.478, 1.517], [-6.704, -1.029, 0.094], [-6.421, -2.070, -0.718], [-5.610, -0.224, 0.083], [-5.949, -2.072, 2.093], [-7.273, -0.361, 2.263], [-7.972, -3.801, 1.739], [-7.820, -4.471, 0.506], [-6.411, -5.047, 0.318], [-5.463, -4.080, 0.369], [-6.295, -5.647, -0.891], [-8.191, -3.655, -0.499], [-8.721, -5.481, 0.518], [-8.698, -2.160, 2.626], [-9.026, -2.176, 0.929], [-7.534, -0.464, -0.341], [-6.182, -5.781, 1.093], [2.133, 3.368, 5.369], [1.132, 2.287, 5.820], [-0.320, 2.741, 5.965], [-0.474, 3.704, 6.894], [-1.102, 1.703, 6.360], [1.582, 1.716, 6.965], [1.167, 1.305, 4.875], [2.907, 4.001, 6.397], [2.319, 5.100, 7.064], [2.100, 4.833, 8.558], [1.294, 3.768, 8.760], [1.504, 5.893, 9.154], [1.194, 5.469, 6.425], [3.186, 6.130, 6.917], [2.880, 2.851, 4.758], [1.682, 4.097, 4.691], [-0.715, 3.111, 5.014], [3.049, 4.637, 9.063], [-0.034, -4.053, 5.348], [-0.789, -5.165, 4.590], [-0.027, -5.832, 3.445], [0.302, -4.967, 2.466], [-0.793, -6.790, 2.863], [-1.980, -4.679, 4.165], [-1.087, -6.135, 5.506], [-0.322, -2.701, 4.972], [0.393, -2.168, 3.876], [-0.516, -1.803, 2.698], [-1.195, -2.878, 2.241], [0.213, -1.328, 1.657], [1.388, -3.009, 3.535], [0.992, -1.048, 4.331], [-0.371, -4.114, 6.387], [1.042, -4.240, 5.398], [0.888, -6.311, 3.805], [-1.246, -1.043, 2.986]],
  "max_force_ev_per_a": 7.61,
  "orbital_gap_ev": 5.808,
  "multiplicity": 1,
  "e_homo_ev": -7.33,
  "e_above_lowest_ev": 8.433
}

***

Record 4
{
  "formula": "C2H3NO2S",
  "method": "the ωB97M-V functional and the def2-TZVPD basis",
  "species": ["C", "C", "N", "O", "O", "S", "H", "H", "H"],
  "coordinates": [[0.536, 0.900, -0.187], [-1.807, -0.029, -0.006], [-2.928, 0.816, 0.177], [-2.776, 2.010, 0.008], [-3.974, 0.274, 0.514], [-2.163, -1.625, 0.300], [0.904, 0.237, 0.587], [0.177, 1.870, 0.112], [-0.905, -2.059, 0.096]],
  "max_force_ev_per_a": 3.96,
  "orbital_gap_ev": [5.539, 5.538],
  "multiplicity": 1,
  "e_homo_ev": [-8.28, -8.27],
  "e_above_lowest_ev": 11.026
}

***

Record 5
{
  "formula": "C14H28N2O10PS2",
  "method": "the ωB97M-V functional and the def2-TZVPD basis",
  "species": ["C", "C", "O", "C", "C", "N", "C", "C", "P", "N", "O", "C", "C", "O", "O", "H", "H", "H", "H", "H", "H", "H", "H", "H", "H", "H", "H", "O", "S", "O", "O", "C", "C", "C", "H", "H", "H", "H", "H", "H", "H", "H", "O", "S", "O", "O", "C", "C", "C", "H", "H", "H", "H", "H", "H", "H", "H"],
  "coordinates": [[-1.478, -2.503, 6.108], [-0.684, -1.546, 5.040], [-0.211, -2.279, 3.819], [-0.145, -1.179, 2.801], [-1.395, -0.815, 1.797], [-1.242, 0.343, 0.811], [0.022, 1.218, 0.739], [1.352, 0.938, 1.713], [2.932, 2.008, 1.632], [3.735, 1.926, 0.032], [2.395, 3.685, 1.819], [1.279, -0.320, 2.799], [2.515, -0.722, 3.828], [3.043, 0.251, 4.604], [3.070, -2.107, 3.944], [-0.706, -2.830, 6.924], [-1.971, -3.392, 5.518], [-2.294, -1.843, 6.669], [-1.493, -0.773, 4.622], [0.210, -0.926, 5.505], [-2.373, -1.464, 1.878], [-2.070, 0.534, 0.195], [-0.012, 2.093, -0.040], [3.092, 1.516, -0.704], [4.640, 1.397, 0.071], [1.563, 3.662, 2.411], [2.998, -2.587, 3.063], [-4.365, 1.418, -0.652], [-5.585, 1.136, 0.072], [-5.603, 0.288, 1.245], [-6.715, 0.606, -0.975], [-6.408, -0.510, -1.800], [-6.479, -1.811, -1.023], [-6.368, 2.675, 0.486], [-5.429, -0.384, -2.275], [-7.155, -0.531, -2.601], [-5.689, -1.863, -0.269], [-6.363, -2.669, -1.692], [-7.435, -1.896, -0.497], [-6.402, 3.306, -0.402], [-5.773, 3.156, 1.266], [-7.373, 2.471, 0.860], [3.492, 0.045, -3.217], [4.115, -0.579, -4.364], [4.847, -1.824, -4.260], [5.052, 0.517, -5.122], [6.054, 1.191, -4.372], [7.255, 0.298, -4.122], [2.897, -0.756, -5.644], [5.643, 1.575, -3.432], [6.370, 2.056, -4.964], [6.996, -0.533, -3.459], [8.066, 0.862, -3.653], [7.617, -0.136, -5.059], [2.369, 0.191, -5.764], [2.199, -1.539, -5.339], [3.397, -1.045, -6.570]],
  "max_force_ev_per_a": 9.60,
  "orbital_gap_ev": 6.111,
  "multiplicity": 1,
  "total_charge": 1,
  "e_homo_ev": -11.59
}

***

Record 6
{
  "formula": "C2H4OS3",
  "method": "the ωB97M-V functional and the def2-TZVPD basis",
  "species": ["C", "C", "O", "S", "S", "S", "H", "H", "H", "H"],
  "coordinates": [[2.767, 0.832, 0.124], [-0.390, -0.194, -0.329], [3.390, 0.096, 0.709], [-0.859, 1.568, -0.717], [-1.424, -1.466, -1.162], [-0.268, -0.646, 1.614], [0.598, -0.377, -0.614], [0.369, 2.154, -0.745], [-2.593, -1.166, -0.481], [-1.589, -0.800, 1.602]],
  "max_force_ev_per_a": 2.38,
  "orbital_gap_ev": 9.346,
  "multiplicity": 1,
  "e_homo_ev": -8.97,
  "e_above_lowest_ev": 1.291
}

***

Record 7
{
  "formula": "C6H10",
  "method": "the ωB97M-V functional and the def2-TZVPD basis",
  "species": ["C", "C", "C", "C", "C", "C", "H", "H", "H", "H", "H", "H", "H", "H", "H", "H"],
  "coordinates": [[-0.828, -0.886, 1.380], [-0.515, 0.369, 0.551], [0.962, 0.759, 0.638], [1.523, 1.374, -0.396], [-0.237, -0.957, -1.551], [-0.768, 0.090, -0.928], [-1.024, -0.664, 2.433], [-1.707, -1.384, 0.962], [0.003, -1.599, 1.333], [-1.170, 1.184, 0.897], [0.867, 1.800, -1.142], [1.564, 0.381, 1.466], [2.576, 1.402, -0.627], [0.361, -1.690, -1.008], [-0.295, -1.089, -2.627], [-1.283, 0.854, -1.507]],
  "max_force_ev_per_a": 0.70,
  "orbital_gap_ev": 10.180,
  "multiplicity": 1,
  "e_homo_ev": -8.96,
  "e_above_lowest_ev": 1.624
}

***

Record 8
{
  "formula": "C24H15N3O7",
  "method": "the ωB97M-V functional and the def2-TZVPD basis",
  "species": ["N", "O", "O", "O", "N", "N", "O", "O", "O", "O", "C", "C", "C", "C", "C", "C", "C", "C", "C", "C", "C", "C", "C", "C", "C", "C", "C", "C", "C", "C", "C", "C", "C", "C", "H", "H", "H", "H", "H", "H", "H", "H", "H", "H", "H", "H", "H", "H", "H"],
  "coordinates": [[0.214, -5.083, -5.045], [-3.267, 1.000, -3.382], [-2.977, -1.034, 5.135], [5.757, 1.446, 0.751], [-1.822, -3.911, -4.213], [-0.831, -4.492, -4.655], [-3.083, 1.087, 4.354], [4.790, 1.522, -1.415], [0.771, 1.400, 1.451], [-1.925, 1.364, -1.533], [-2.465, 0.636, -2.574], [-3.347, 0.136, 5.187], [5.838, 1.507, -0.446], [-0.484, -2.995, -2.331], [-3.035, 0.039, 2.099], [2.740, 0.992, -2.234], [-1.136, 1.141, 2.937], [2.799, 1.523, 0.162], [-2.235, -1.777, -3.280], [-2.523, -0.080, 0.791], [1.372, 0.773, -2.174], [-0.197, -1.970, -1.385], [-1.568, -2.926, -3.247], [-2.433, 0.811, 3.151], [3.508, 1.389, -1.126], [-0.523, 1.028, 1.650], [1.385, 1.337, 0.226], [-1.868, -0.663, -2.472], [-1.228, 0.442, 0.518], [0.658, 0.957, -0.979], [-0.921, -0.779, -1.524], [-4.379, 0.382, 6.375], [7.318, 1.538, -0.951], [-0.837, 0.606, -0.908], [0.237, -3.886, -2.287], [-4.053, -0.141, 2.270], [3.240, 0.800, -3.158], [-0.578, 1.637, 3.729], [3.204, 1.937, 1.021], [-3.048, -1.553, -3.925], [-3.128, -0.593, 0.110], [0.772, 0.366, -2.943], [0.398, -2.105, -0.492], [-4.625, 1.469, 6.441], [-4.075, 0.071, 7.303], [-5.210, -0.126, 6.132], [7.476, 0.639, -1.500], [7.907, 1.709, -0.047], [7.417, 2.429, -1.564]],
  "max_force_ev_per_a": 10.48,
  "orbital_gap_ev": 8.463,
  "multiplicity": 1,
  "e_homo_ev": -8.72,
  "e_above_lowest_ev": 0.954
}

***

Record 9
{
  "formula": "C19H33O4",
  "method": "the ωB97M-V functional and the def2-TZVPD basis",
  "species": ["O", "O", "C", "C", "C", "C", "C", "C", "C", "C", "C", "C", "C", "C", "C", "C", "C", "C", "C", "C", "O", "O", "C", "H", "H", "H", "H", "H", "H", "H", "H", "H", "H", "H", "H", "H", "H", "H", "H", "H", "H", "H", "H", "H", "H", "H", "H", "H", "H", "H", "H", "H", "H", "H", "H", "H"],
  "coordinates": [[0.010, -0.490, 3.386], [0.305, 0.707, 3.134], [-8.541, -7.056, 9.779], [-7.826, -6.894, 8.443], [-6.363, -6.486, 8.575], [-5.665, -6.321, 7.222], [-4.188, -5.873, 7.323], [-3.520, -5.633, 6.001], [-3.424, -4.413, 5.403], [-2.704, -4.159, 4.214], [-2.681, -2.913, 3.562], [-1.900, -2.656, 2.474], [-2.178, -1.609, 1.468], [-3.665, -1.265, 1.198], [-4.352, -2.309, 0.331], [-5.803, -1.952, 0.033], [-6.471, -2.995, -0.859], [-6.520, -4.379, -0.213], [-7.330, -5.390, -1.015], [-8.778, -5.018, -1.213], [-9.375, -4.911, -2.273], [-9.394, -4.818, -0.031], [-10.751, -4.526, -0.270], [-9.579, -7.352, 9.612], [-8.072, -7.830, 10.394], [-8.548, -6.121, 10.347], [-7.873, -7.842, 7.893], [-8.349, -6.136, 7.845], [-6.308, -5.533, 9.117], [-5.826, -7.240, 9.165], [-5.716, -7.278, 6.677], [-6.226, -5.572, 6.640], [-4.153, -4.941, 7.915], [-3.624, -6.673, 7.834], [-3.046, -6.503, 5.533], [-3.888, -3.537, 5.882], [-2.176, -5.002, 3.750], [-3.332, -2.126, 3.980], [-0.974, -3.245, 2.340], [-1.709, -0.652, 1.746], [-1.720, -1.926, 0.520], [-4.207, -1.146, 2.146], [-3.708, -0.298, 0.671], [-3.788, -2.410, -0.613], [-4.311, -3.284, 0.841], [-6.353, -1.896, 0.986], [-5.860, -0.967, -0.453], [-7.491, -2.655, -1.076], [-5.945, -3.075, -1.823], [-5.497, -4.773, -0.134], [-6.917, -4.291, 0.811], [-6.885, -5.509, -2.004], [-7.319, -6.350, -0.484], [-11.186, -4.415, 0.715], [-10.857, -3.610, -0.858], [-11.235, -5.328, -0.831]],
  "max_force_ev_per_a": 4.30,
  "orbital_gap_ev": [7.583, 7.770],
  "multiplicity": 4,
  "s2": 3.8268,
  "e_homo_ev": [-6.78, -8.81],
  "e_above_lowest_ev": 0.231
}